Density functional theory data (ωB97M-V with the def2-TZVPD basis set) for C17H25N5O4Os as an isolated structure.

```
52
Properties=species:S:1:pos:R:3:forces:R:3
Os -0.25452 -0.75754 -1.72650 0.452 -0.392 0.623
C 3.37155 -3.50287 -0.04573 0.042 0.046 0.017
C 2.17059 -2.59996 0.09507 -0.178 -0.054 0.138
O 1.60102 -2.25027 -0.93777 0.058 0.950 -0.813
C 1.68720 -2.19882 1.38952 -0.045 0.025 -0.018
C 2.31585 -2.66585 2.56102 0.013 -0.028 -0.047
C 1.89378 -2.29471 3.80778 -0.025 0.020 -0.028
C 0.80421 -1.41609 3.89493 0.017 0.000 0.045
C 0.17213 -0.93994 2.77731 -0.007 -0.052 -0.056
C 0.57522 -1.31299 1.46218 0.223 0.073 0.073
O -0.03593 -0.79777 0.44061 -0.366 -0.307 -0.890
H 3.54155 -3.68108 -1.10395 0.007 -0.008 0.001
H 3.20144 -4.45184 0.46400 -0.012 -0.006 -0.017
H 4.25792 -3.04567 0.39602 -0.004 0.008 -0.002
H 3.15829 -3.33781 2.46138 -0.001 0.000 0.023
H 2.38413 -2.66034 4.69868 0.005 -0.008 -0.004
H 0.45232 -1.10019 4.86999 -0.013 0.010 -0.010
H -0.65471 -0.26048 2.89716 -0.004 -0.050 0.002
N 1.86291 -3.91945 -4.41389 0.037 0.022 -0.040
C 1.04864 -2.98800 -3.86387 -0.034 -0.017 0.042
O 0.50242 -3.16778 -2.79023 -0.431 -0.454 0.062
C 0.80695 -1.71003 -4.61644 -0.009 -0.248 0.122
C -0.28335 -0.95110 -3.89865 0.051 0.384 0.201
H 1.96180 -4.80673 -3.95149 -0.013 0.003 -0.009
H 2.19493 -3.81891 -5.35551 0.031 -0.007 0.014
H 0.49564 -2.00798 -5.62473 0.072 0.240 -0.078
H 1.72995 -1.13187 -4.69976 0.045 -0.084 0.012
H -1.25293 -1.38943 -4.13787 -0.022 -0.060 0.077
H -0.30961 0.08661 -4.24300 0.087 -0.242 -0.128
O -1.28747 0.43276 -2.13191 0.407 -0.438 0.594
C -2.21095 1.36516 1.24252 -0.128 -0.123 -0.079
N -1.27047 1.74652 0.19281 -0.392 0.693 0.147
C -0.13855 2.43352 0.81117 0.116 -0.121 -0.008
N -0.54424 3.60762 1.59183 -0.081 -0.043 -0.012
C -1.49301 3.15695 2.61568 0.015 0.014 0.024
N -2.67414 2.50305 2.04322 0.064 0.035 -0.019
C -3.32143 3.45319 1.13573 0.018 -0.018 -0.023
N -2.42485 3.89714 0.06500 0.024 -0.014 0.050
C -1.97016 2.70602 -0.66504 0.086 0.192 -0.039
C -1.25354 4.52065 0.69000 -0.011 -0.038 -0.008
H -1.73109 0.63969 1.88515 -0.069 0.009 0.038
H -3.07593 0.88697 0.77551 -0.009 -0.004 0.019
H 0.54662 2.75532 0.02279 0.026 -0.014 0.016
H 0.38251 1.72656 1.46115 0.007 0.042 0.006
H -1.81819 4.02136 3.19871 0.009 -0.005 0.025
H -0.98465 2.45286 3.28048 -0.020 0.035 -0.019
H -3.65240 4.32355 1.70642 -0.010 0.003 0.000
H -4.19279 2.97134 0.68745 -0.019 0.017 0.008
H -1.30353 3.02674 -1.46901 0.015 -0.029 0.000
H -2.83592 2.21292 -1.10852 -0.025 0.013 -0.027
H -1.57969 5.39537 1.25681 0.004 0.011 -0.009
H -0.56557 4.84362 -0.09423 -0.002 0.019 0.004
```
Positions in Å, forces in eV/Å.

Values from the calculation:
energy relative to the best compared isomer or geometry (same formula, charge and spin) = 75.11 kcal per mole
spin multiplicity = 1
E_HOMO (spin up / spin down) = -0.288 / -0.289 Ha
Kohn-Sham gap (spin up / spin down) = 7.214 / 7.222 eV

***

Density functional theory data (ωB97M-V with the def2-TZVPD basis set) for C17H25N5O6STi as an isolated structure.

```
55
Properties=species:S:1:pos:R:3:forces:R:3
Ti 0.22107 -0.47251 0.03479 0.126 0.293 -0.090
C 3.65988 1.09216 2.91132 0.050 -0.056 0.043
O 3.09024 2.06245 2.01271 -0.115 -0.118 -0.068
C 2.20104 1.61060 1.15022 0.070 0.332 -0.114
O 1.87177 0.42493 1.04946 0.096 -0.155 0.313
N 1.68186 2.57689 0.37703 0.065 -0.118 0.016
N 0.79986 2.16182 -0.61281 -0.097 -0.046 -0.001
H 4.35130 1.64901 3.53370 -0.014 0.010 -0.015
H 4.19027 0.32656 2.34851 -0.008 0.024 0.007
H 2.88108 0.63772 3.52058 -0.007 0.022 -0.027
H 1.97784 3.53554 0.48522 -0.023 -0.012 0.027
H 1.14272 2.39566 -1.53669 0.018 -0.017 0.036
H -0.14134 2.51255 -0.46484 0.020 0.030 0.006
C -1.35354 -2.09418 4.31290 -0.070 0.050 0.062
O -0.25294 -2.75572 3.65034 0.063 0.093 -0.147
C 0.14173 -2.20012 2.52228 0.072 -0.193 0.013
O -0.33241 -1.17853 2.04224 -0.104 0.046 -0.098
N 1.15440 -2.87971 1.93228 -0.002 0.019 0.053
N 1.57951 -2.41915 0.68337 -0.020 0.051 -0.083
H -1.58176 -2.71320 5.17289 0.013 -0.006 -0.010
H -2.20802 -2.02781 3.64368 0.025 -0.020 -0.002
H -1.05525 -1.09621 4.62601 0.016 -0.021 -0.009
H 1.44916 -3.77434 2.29143 -0.017 0.014 -0.001
H 1.36905 -3.10106 -0.03824 0.014 0.020 0.007
H 2.57369 -2.21966 0.69854 -0.023 0.025 0.011
N -2.16689 -2.72594 -2.35753 0.191 0.063 0.113
C -1.09215 -2.10581 -1.87347 -0.239 -0.105 -0.271
O -0.81977 -2.18028 -0.65522 -0.079 0.033 0.187
C -0.19685 -1.32046 -2.79364 -0.145 -0.102 -0.061
C 0.96349 -0.75164 -1.98383 0.116 -0.126 0.053
H -2.79341 -3.19831 -1.72629 -0.005 0.003 -0.002
H -2.40977 -2.66045 -3.33035 0.019 -0.004 -0.007
H -0.81212 -0.53122 -3.23697 0.021 0.019 0.054
H 0.08470 -1.98349 -3.62140 0.012 0.048 -0.014
H 1.28967 0.19898 -2.41053 0.017 -0.043 -0.005
H 1.82770 -1.42419 -2.05211 0.005 0.015 0.006
C -7.26950 7.71150 -1.85885 0.004 0.093 -0.022
C -6.33688 6.58749 -1.50919 0.233 -0.084 0.059
O -5.16635 6.71342 -1.27530 -0.103 0.124 -0.032
S -7.15977 4.99940 -1.49063 -0.030 -0.175 0.023
C -5.78345 3.93424 -1.14577 -0.150 0.087 -0.060
C -5.34528 3.04948 -2.12178 -0.007 0.018 0.007
C -4.27790 2.20875 -1.86269 0.066 -0.038 0.023
C -3.62937 2.24959 -0.62691 -0.152 0.117 -0.004
C -4.08400 3.14181 0.34841 0.029 -0.029 0.007
C -5.15648 3.97411 0.09268 0.009 -0.006 0.003
C -2.50566 1.40340 -0.36318 0.056 -0.071 0.007
C -1.54717 0.68435 -0.13869 0.021 -0.109 0.010
H -7.05540 8.56339 -1.21550 -0.011 -0.010 -0.001
H -8.31295 7.41756 -1.76768 -0.017 0.022 0.002
H -7.07416 8.00740 -2.89056 -0.003 -0.005 -0.001
H -5.83471 3.02828 -3.08628 -0.009 0.002 -0.001
H -3.93132 1.52073 -2.62226 0.005 -0.006 -0.001
H -3.58995 3.17322 1.31033 0.007 -0.007 0.000
H -5.50389 4.66311 0.84982 -0.010 0.009 0.002
```
Positions in Å, forces in eV/Å.

Values from the calculation:
⟨S²⟩ = 0.754
energy relative to the best compared isomer or geometry (same formula, charge and spin) = 0.00 kcal per mole
spin multiplicity = 2
net charge = +1
E_HOMO (spin up / spin down) = -0.366 / -0.378 Ha
Kohn-Sham gap (spin up / spin down) = 7.746 / 8.060 eV

***

Density functional theory data (ωB97M-V with the def2-TZVPD basis set) for C17H25N5Re as an isolated structure.

```
48
Properties=species:S:1:pos:R:3:forces:R:3
Re -0.11415 -0.48334 0.65436 1.780 2.208 0.484
C 0.35529 -1.10215 3.42354 -0.868 -2.230 -1.209
N 0.69753 0.02405 2.49011 -1.178 -0.129 2.509
C 2.15091 0.25823 2.49013 0.271 -0.560 -0.112
C -0.14128 1.20802 2.92269 0.000 0.721 -0.272
C -0.32257 2.11489 1.71371 -0.502 -1.431 -1.043
C -0.58080 3.44601 1.82543 0.309 1.704 0.730
C -0.55720 4.31760 0.70777 0.754 -1.635 0.099
C -0.29964 3.73167 -0.56709 -0.808 -0.235 1.190
C -0.12667 2.36934 -0.73995 0.293 0.415 0.524
C -0.22227 1.52913 0.38759 1.135 -0.794 1.590
H 0.36770 -0.87804 4.47843 0.006 0.552 0.309
H 1.04519 -1.93921 3.25428 0.168 0.323 0.109
H -0.66645 -1.58370 3.18065 1.029 1.091 0.342
H 2.59041 0.56749 3.45521 -0.459 -0.293 -0.240
H 2.29653 1.00381 1.75760 0.647 1.138 -0.655
H 2.58442 -0.67462 2.11873 0.397 0.126 0.362
H 0.36378 1.80389 3.69198 0.035 -0.427 0.155
H -1.06860 0.79108 3.35999 0.258 0.473 -0.307
H -0.63486 3.83897 2.85418 -0.156 0.125 -0.647
H -0.52765 5.39873 0.84007 -0.443 -0.226 -0.083
H -0.34246 4.36604 -1.40433 0.412 0.711 -1.052
H 0.22528 2.00068 -1.69561 -0.426 -0.034 -0.188
N 4.06643 -1.20475 -3.03344 0.861 -0.799 0.397
C 2.87935 -1.70889 -2.23421 2.270 -1.485 1.655
C 2.00278 -0.66259 -1.57860 -0.374 0.669 -1.353
N 0.78402 -1.37822 -1.04064 0.851 -1.031 1.317
H 4.63392 -1.99866 -3.45697 -0.610 0.653 0.835
H 4.75145 -0.58468 -2.53436 -0.705 -0.441 -0.468
H 3.68786 -0.76000 -3.84777 0.042 1.011 -0.833
H 3.29879 -2.40540 -1.42921 -0.400 0.900 -1.051
H 2.37417 -2.34293 -2.91911 -0.859 -0.430 -0.640
H 1.72439 0.11673 -2.33998 -0.140 -0.637 0.917
H 2.51877 -0.17230 -0.74378 -0.209 -0.102 -0.153
H 1.09031 -2.33168 -0.72401 0.001 0.761 -0.077
H 0.02080 -1.64544 -1.63914 -0.136 0.396 -1.419
N -6.09233 -1.85193 -3.15200 1.474 0.382 0.854
C -5.17729 -1.64782 -2.45742 -2.868 -1.100 -0.885
C -4.16261 -1.43109 -1.53099 2.572 0.315 0.611
C -3.75918 -2.27105 -0.44282 -1.774 0.071 -0.486
C -2.62623 -1.93570 0.25006 -0.252 0.177 -1.184
N -1.79780 -0.94027 -0.15859 -1.720 0.367 -1.024
C -2.16668 -0.08050 -1.17077 -0.430 -1.302 -0.319
C -3.31374 -0.32888 -1.84685 -1.073 0.579 -0.325
H -4.40675 -3.12346 -0.13066 0.715 0.717 -0.242
H -2.29345 -2.49422 1.08091 0.203 -0.706 0.888
H -1.48605 0.69489 -1.49545 -0.236 -0.111 0.246
H -3.62338 0.38028 -2.62364 0.143 -0.443 0.142
```
Positions in Å, forces in eV/Å.

Values from the calculation:
⟨S²⟩ = 3.801
energy relative to the best compared isomer or geometry (same formula, charge and spin) = 32.38 kcal per mole
spin multiplicity = 4
net charge = +4
E_HOMO (spin up / spin down) = -0.787 / -0.793 Ha
Kohn-Sham gap (spin up / spin down) = 7.098 / 6.529 eV